{
  "formula": "C15H16F2O",
  "method": "ωB97M-V with the def2-TZVPD basis set",
  "lumo_energy_ev": 0.9,
  "charge": 0,
  "homo_energy_ev": -9.2653,
  "smiles": "Fc1ccccc1.Fc1ccccc1.CC(C)=O",
  "multiplicity": 1,
  "total_energy_ha": -856.12081,
  "e_above_lowest_kj_mol": 47.8,
  "gap_ev": 10.12,
  "elements": ["F", "C", "C", "C", "C", "C", "C", "H", "H", "H", "H", "H", "F", "C", "C", "C", "C", "C", "C", "H", "H", "H", "H", "H", "C", "C", "C", "O", "H", "H", "H", "H", "H", "H"],
  "positions_angstrom": [[0.582193, 2.342368, 1.951361], [1.710423, 2.013878, 1.246341], [2.928313, 2.668028, 1.417751], [4.047353, 2.388598, 0.585231], [3.872093, 1.408168, -0.373269], [2.639113, 0.789118, -0.626899], [1.533783, 1.144528, 0.136391], [2.989583, 3.352418, 2.250961], [4.982113, 2.890908, 0.786001], [4.739273, 1.119248, -0.948539], [2.487653, 0.068208, -1.416679], [0.610713, 0.652248, -0.131949], [-0.086727, -0.888392, -2.125749], [-0.434377, -2.004132, -1.450389], [0.506933, -3.029562, -1.353949], [0.249393, -4.105602, -0.521469], [-0.979227, -4.194962, 0.131901], [-1.919507, -3.123972, 0.040491], [-1.636367, -2.019482, -0.743949], [1.447873, -3.007152, -1.883589], [1.033783, -4.843222, -0.437549], [-1.231247, -5.039412, 0.756231], [-2.927237, -3.205812, 0.420211], [-2.291927, -1.162102, -0.783319], [-2.023147, 2.257218, -0.696399], [-2.921597, 1.350128, 0.025461], [-2.656777, 1.033838, 1.456971], [-3.840437, 0.762468, -0.608249], [-2.547907, 3.189078, -0.907009], [-1.818097, 1.711768, -1.617559], [-1.167637, 2.473968, -0.056689], [-3.203517, 1.780988, 2.032251], [-1.603567, 1.160848, 1.707371], [-3.071297, 0.065778, 1.738281]],
  "forces_ev_per_angstrom": [[0.9737, -0.1048, 0.0169], [-0.0950, -0.1903, -2.2579], [-0.2034, -0.2237, 0.3158], [-2.0394, -0.4797, 1.0231], [0.5569, -0.2045, -0.5833], [0.0190, 0.9251, 0.7912], [0.6265, -0.0863, 0.7860], [0.1570, 0.2278, -0.0233], [0.0491, -0.0946, -0.1828], [0.0139, -0.0538, -0.2389], [0.2526, -0.0001, -0.0798], [-0.3361, 0.2361, 0.4034], [-0.1440, 0.0891, -0.3107], [0.4475, -0.4165, 0.9103], [-0.3871, 0.4895, -0.0297], [-0.6774, 0.1258, -0.0353], [-0.6934, 1.0813, 0.1953], [0.8406, -1.2347, -0.8060], [0.7987, 0.1078, -0.2977], [-0.0111, 0.3382, -0.1173], [-0.2142, -0.2933, 0.1730], [0.0949, -0.1150, -0.0213], [0.1317, -0.0860, 0.5282], [-0.1954, -0.0556, -0.1860], [0.1932, 0.4416, 0.2163], [-2.8590, -2.6597, -1.5498], [-0.2568, 0.2537, 0.3020], [2.0917, 1.4756, 1.7592], [0.0332, 0.0098, -0.2144], [0.4659, 0.4686, -0.1140], [0.2629, 0.0791, -0.5239], [-0.0284, 0.1682, 0.2165], [-0.0641, -0.2411, 0.0521], [0.1956, 0.0223, -0.1171]],
  "nbo_charge": [-0.338, 0.387, -0.281, -0.198, -0.223, -0.188, -0.278, 0.226, 0.225, 0.213, 0.225, 0.231, -0.336, 0.396, -0.287, -0.196, -0.225, -0.189, -0.294, 0.226, 0.219, 0.217, 0.222, 0.246, -0.730, 0.591, -0.729, -0.583, 0.249, 0.257, 0.223, 0.245, 0.236, 0.241]
}

***

{
  "formula": "C4H7NO3",
  "method": "ωB97M-V with the def2-TZVPD basis set",
  "lumo_energy_ev": 0.4,
  "charge": 0,
  "homo_energy_ev": -10.3023,
  "smiles": "[H]/N=C(\\O)C(=O)COC",
  "multiplicity": 1,
  "total_energy_ha": -437.04204,
  "e_above_lowest_kj_mol": 266.1,
  "gap_ev": 10.73,
  "elements": ["H", "N", "C", "O", "C", "O", "C", "O", "C", "H", "H", "H", "H", "H", "H"],
  "positions_angstrom": [[3.720480, -1.034925, -0.026169], [2.891083, -0.737206, 0.568932], [2.078978, -0.179143, -0.217216], [2.433038, -0.040070, -1.549087], [0.869396, 0.627263, 0.215421], [1.011297, 1.794767, 0.493042], [-0.427316, -0.121994, 0.303263], [-1.496565, 0.760733, 0.272310], [-2.746208, 0.109546, 0.295457], [1.775294, 0.549634, -1.957038], [-0.405685, -0.725610, 1.231619], [-0.456581, -0.845746, -0.534691], [-2.868611, -0.476341, 1.221902], [-3.520200, 0.883457, 0.252654], [-2.858399, -0.564371, -0.570400]],
  "forces_ev_per_angstrom": [[-1.1085, 0.2541, 1.0280], [0.2856, -0.4384, -0.8020], [1.9526, 0.3330, -0.4765], [-1.3185, 0.3764, 0.3046], [0.1357, 0.4526, 0.7460], [-0.1392, -0.7032, -0.4484], [-0.1688, -0.3605, -0.1583], [-0.0626, 0.2142, -0.0070], [-0.2285, -0.1633, 0.0617], [0.4178, -0.1874, -0.2137], [0.0867, 0.0867, -0.1452], [-0.0679, 0.0944, 0.1222], [-0.0081, 0.1125, -0.2114], [0.2247, -0.1974, 0.0153], [-0.0011, 0.1263, 0.1848]],
  "nbo_charge": [0.354, -0.637, 0.440, -0.677, 0.488, -0.457, -0.163, -0.513, -0.249, 0.483, 0.211, 0.181, 0.170, 0.203, 0.166]
}

***

{
  "formula": "C4H22NO7",
  "method": "ωB97M-V with the def2-TZVPD basis set",
  "lumo_energy_ev": 3.4,
  "charge": -1,
  "homo_energy_ev": -5.3534,
  "multiplicity": 1,
  "total_energy_ha": -747.09966,
  "e_above_lowest_kj_mol": 0.0,
  "gap_ev": 8.72,
  "elements": ["C", "C", "C", "N", "C", "O", "H", "H", "H", "H", "H", "H", "H", "H", "H", "H", "H", "H", "O", "H", "H", "O", "H", "H", "O", "H", "H", "O", "H", "H", "O", "H", "H", "O"],
  "positions_angstrom": [[-0.061082, -1.505864, 1.597346], [-1.298579, -0.620972, 1.765439], [-1.991262, -0.976949, 3.089396], [-1.060647, 0.799686, 1.684789], [-1.305477, 1.477685, 0.424548], [-0.368060, 1.202684, -0.584804], [0.808237, -1.106407, 2.131692], [-0.204113, -2.481801, 2.073845], [0.269800, -1.693999, 0.576783], [-1.998214, -0.919359, 0.979724], [-1.404073, -0.767923, 3.989950], [-2.892156, -0.365603, 3.161334], [-2.152860, -2.055133, 3.146004], [-0.115618, 1.055694, 1.954595], [-2.298760, 1.227130, 0.031463], [-1.233164, 2.551074, 0.624250], [2.428881, -0.434342, -2.711862], [1.763965, -1.282657, -1.511049], [2.526480, -0.792211, -1.829962], [0.269639, 0.706605, -2.677945], [-0.848012, -0.999364, -2.470919], [-0.322264, -0.957319, -1.666950], [2.561553, 1.427821, -0.991186], [1.232491, 1.768775, -0.569165], [2.171795, 2.000373, -0.315257], [3.357511, 1.139170, 1.439537], [2.584619, 0.049739, 0.887608], [3.018564, 0.278628, 1.714969], [-2.928170, -2.366637, -0.376197], [-1.860710, -1.595106, -1.125758], [-2.668967, -2.167927, -1.282822], [-0.365455, 0.066441, -1.053898], [0.524999, 2.174801, -2.902162], [0.532062, 1.336717, -3.374405]],
  "forces_ev_per_angstrom": [[0.8168, -0.3324, 0.4615], [0.3218, -0.8607, 0.2871], [0.2016, 0.1850, 0.1374], [-0.1905, 0.7784, -0.1682], [0.8230, -0.3294, -0.7191], [0.0559, -0.3469, 0.0071], [-0.1457, 0.3093, -0.0005], [-0.2535, -0.0556, -0.1917], [-0.3059, 0.2424, -0.1387], [-0.0900, 0.3498, -0.0693], [0.3134, 0.3204, -0.2724], [-0.2123, -0.3811, 0.1067], [-0.5548, 0.0298, -0.1557], [-0.0178, -0.3130, 0.1543], [-0.2136, 0.0068, 0.4045], [-0.2874, 0.0518, 0.0866], [-0.8513, -0.2073, -0.0604], [-0.7624, 0.3288, -0.8127], [1.6023, 0.0977, 0.7923], [0.0167, 0.0688, -0.1963], [0.0884, 0.2253, -0.0581], [0.2215, -0.2967, 0.2465], [0.6597, 0.0184, 0.1158], [-0.2776, 0.3795, 1.0809], [-0.3243, -0.3016, -1.1306], [-0.1076, 0.1268, 0.2437], [-0.3082, -0.2460, -0.0870], [0.3559, 0.0136, 0.0467], [-0.2406, -0.1805, -0.1588], [-0.3100, -0.6762, -0.5734], [0.3519, 0.5010, 0.7414], [-0.4800, 0.6080, -0.1489], [-0.0508, 0.0055, 0.0551], [0.1557, -0.1199, -0.0259]],
  "nbo_charge": [-0.639, -0.053, -0.601, -0.667, 0.112, -0.914, 0.216, 0.188, 0.232, 0.174, 0.196, 0.206, 0.188, 0.369, 0.137, 0.145, 0.485, 0.512, -1.000, 0.499, 0.462, -1.139, 0.469, 0.507, -1.024, 0.479, 0.483, -0.965, 0.449, 0.500, -0.988, 0.493, 0.472, -0.986]
}

***

{
  "formula": "C10H40O10",
  "method": "ωB97M-V with the def2-TZVPD basis set",
  "lumo_energy_ev": 0.5,
  "charge": 0,
  "homo_energy_ev": -9.5989,
  "smiles": "CO.CO.CO.CO.CO.CO.CO.CO.CO.CO",
  "multiplicity": 1,
  "total_energy_ha": -1157.22217,
  "e_above_lowest_kj_mol": 340.6,
  "gap_ev": 10.08,
  "elements": ["C", "O", "H", "H", "H", "H", "C", "O", "H", "H", "H", "H", "C", "O", "H", "H", "H", "H", "C", "O", "H", "H", "H", "H", "C", "O", "H", "H", "H", "H", "C", "O", "H", "H", "H", "H", "C", "O", "H", "H", "H", "H", "C", "O", "H", "H", "H", "H", "C", "O", "H", "H", "H", "H", "C", "O", "H", "H", "H", "H"],
  "positions_angstrom": [[-3.871966, -2.072395, -1.628775], [-3.010128, -3.194574, -1.807436], [-4.875010, -2.449766, -1.445246], [-3.491860, -1.483298, -0.783004], [-3.809150, -1.379433, -2.481972], [-2.157326, -2.915256, -2.214994], [1.890782, 0.630039, -3.406552], [0.637475, 0.622813, -2.738321], [2.657039, 0.653031, -2.602584], [2.026630, -0.346085, -3.997199], [2.050705, 1.465682, -4.118594], [0.424768, 1.523512, -2.481609], [3.485512, 0.503234, 1.732205], [2.641826, -0.265638, 0.933302], [2.894625, 1.247598, 2.228419], [4.070868, -0.130981, 2.428461], [4.189107, 0.943720, 1.052638], [2.057661, -0.831166, 1.417208], [3.327711, -2.597465, -1.751904], [4.030179, -2.024113, -0.673471], [2.428168, -2.061811, -2.054854], [3.893332, -2.520308, -2.676534], [3.122206, -3.663923, -1.569761], [3.596610, -1.196030, -0.427003], [-3.028623, -1.099147, 3.361927], [-2.183720, -2.227560, 3.062644], [-3.894164, -1.397112, 3.954982], [-2.413137, -0.402368, 3.948607], [-3.428244, -0.629352, 2.496108], [-2.764546, -2.915129, 2.695334], [1.434533, 2.775843, -0.290765], [0.210342, 2.766282, -0.964889], [1.405609, 2.043488, 0.534662], [2.267850, 2.381810, -0.922230], [1.781116, 3.822813, -0.076892], [-0.535229, 2.829796, -0.309268], [0.652831, 2.574588, 3.808139], [0.535716, 1.197897, 3.855150], [-0.330075, 3.151542, 3.940403], [1.341751, 2.909304, 4.569437], [1.018568, 2.908553, 2.851394], [0.105598, 0.850796, 3.091078], [-0.185777, -2.162369, -4.314804], [-0.778463, -1.876220, -3.046336], [-0.702907, -2.994563, -4.791921], [-0.239665, -1.322346, -4.984090], [0.882805, -2.395408, -4.193979], [-0.538296, -0.962494, -2.812061], [-0.665473, -0.412843, 0.289279], [-0.339882, -0.601751, 1.658546], [-1.523171, 0.267590, 0.088018], [0.224015, -0.058475, -0.197875], [-0.772996, -1.357351, -0.266918], [-0.875875, -1.365440, 1.983931], [-2.808123, 2.434569, 1.649898], [-1.509810, 2.855500, 1.179495], [-3.514373, 2.543423, 0.870495], [-2.850950, 1.358891, 1.848063], [-3.153801, 2.975079, 2.513058], [-1.033197, 3.074779, 1.988957]],
  "forces_ev_per_angstrom": [[1.4863, 0.1155, -0.1071], [0.2201, -0.0306, -0.3006], [-0.0099, 0.1833, -0.0766], [-0.4403, -0.0160, 0.2255], [-0.4322, -0.3358, -0.0253], [-0.7897, 0.1574, 0.3111], [0.8685, -1.2260, -0.1011], [-0.1247, -0.3625, -0.9623], [0.0448, 0.0372, -0.7479], [-0.3298, 1.4072, 0.9328], [-0.3200, -0.3174, 0.4761], [-0.2298, 0.3351, 0.5240], [0.4825, -0.8868, 0.4926], [-0.0876, -0.0723, -1.5850], [0.0548, 0.5816, 0.6652], [-0.3824, 0.4591, -0.0574], [0.3888, 0.5226, -0.2169], [-0.5828, -0.3354, 0.7369], [0.0967, -0.1386, -0.6577], [-0.0485, 0.0226, -0.2195], [-0.5131, -0.0416, 0.6769], [0.6394, -0.2604, -0.1599], [-0.0907, 0.4180, 0.0484], [-0.0966, -0.1999, 0.3104], [0.5461, -0.5218, 1.2165], [-0.8109, 0.0765, -0.3010], [0.1105, -0.1215, 0.2438], [-0.2739, -0.1545, -0.2985], [-0.0333, 0.4461, -1.0128], [0.4599, 0.2069, 0.1022], [1.3439, -0.0585, -0.0716], [-1.0398, 0.1858, -0.2270], [0.1397, 0.7714, 0.2264], [-0.8577, 0.1131, -0.0498], [-0.4838, -0.8740, 0.5295], [0.9613, -0.1188, -0.6357], [-1.3458, 1.1612, -0.2798], [0.4009, -0.2369, 1.4052], [0.8826, -0.7786, 0.2403], [0.0850, 0.0399, 0.2647], [0.5100, 0.2335, -0.5694], [-0.5428, -0.5703, -1.2096], [0.3662, -0.1673, 0.4762], [-0.0251, 0.0622, -0.3409], [0.0184, -0.0582, 0.2590], [-0.1940, 0.5426, -0.2896], [-0.2382, -0.2112, -0.0256], [0.1518, -0.1541, -0.0482], [0.2353, -0.3588, -0.8819], [-0.7423, -0.6775, 0.2363], [0.4960, -0.4266, 0.3276], [0.3263, 0.9195, -0.1218], [-0.6254, -0.0643, 0.5069], [0.3997, 0.6848, 0.0526], [0.5433, -0.9474, -0.3265], [-0.8309, -0.0487, 0.9876], [-0.6376, 0.6037, -0.9714], [0.4876, 0.0841, 0.3166], [0.0776, 0.3648, 0.3744], [0.3356, 0.0367, -0.2871]],
  "nbo_charge": [-0.244, -0.763, 0.179, 0.145, 0.166, 0.502, -0.258, -0.776, 0.169, 0.179, 0.177, 0.510, -0.241, -0.758, 0.168, 0.174, 0.177, 0.495, -0.251, -0.745, 0.163, 0.153, 0.171, 0.493, -0.257, -0.736, 0.174, 0.197, 0.163, 0.480, -0.264, -0.782, 0.180, 0.175, 0.167, 0.514, -0.241, -0.731, 0.126, 0.193, 0.155, 0.495, -0.246, -0.777, 0.186, 0.170, 0.160, 0.510, -0.278, -0.788, 0.159, 0.204, 0.183, 0.508, -0.255, -0.749, 0.188, 0.170, 0.180, 0.484]
}